No. 1
C3H4GaLiO4 as an isolated structure, computed with wB97M-V/def2-TZVPD.

Output
- molecular weight (g/mol) = 180.72
- Kohn-Sham gap (alpha / beta) (eV) = 3.95 / 3.10
- ΔE to the lowest compared entry with this formula, charge and spin (kcal per mole) = 0.0
- HOMO level (alpha / beta) (hartree) = -1.055 / -1.040

Structure (ORCA input):
```
! RIJCOSX wB97M-V def2-TZVPD def2/J DEFGRID3
* xyz 4 1
O 0.294 0.469 0.527
C -0.868 1.212 0.812
C 0.321 -0.635 -0.165
O -1.256 0.985 1.958
O -1.266 2.002 -0.039
C 1.571 -1.065 -0.769
Ga -2.252 0.655 3.113
H 1.988 -1.906 -0.202
H 2.283 -0.229 -0.710
Li -0.545 3.278 -1.233
O -0.706 -1.128 -0.762
H -0.664 -2.120 -0.779
H 1.102 -1.520 -1.751
*
```

***

No. 2
An isolated ion of composition C12H20N3 and charge +1, computed with wB97M-V/def2-TZVPD.

Output
- molecular weight (g/mol) = 206.31
- Kohn-Sham gap (alpha / beta) (eV) = 5.32 / 6.52
- ΔE to the lowest compared entry with this formula, charge and spin (kcal per mole) = 55.6
- HOMO level (alpha / beta) (hartree) = -0.320 / -0.455

Structure (ORCA input):
```
! RIJCOSX wB97M-V def2-TZVPD def2/J DEFGRID3
* xyz 1 3
C 0.029 0.549 1.268
C 0.689 0.920 0.163
C 0.450 0.183 -1.022
C -1.318 -1.409 0.391
C -0.969 -0.576 1.567
C -3.100 -3.552 -0.076
C -2.391 -2.346 0.390
C 3.008 1.727 -0.523
C 1.896 2.769 1.383
C 1.126 3.262 -0.846
C -0.661 -1.948 -1.821
C 1.646 2.141 0.073
N 1.066 0.105 -2.067
N -0.572 -1.051 -0.727
N -3.189 -3.161 1.347
H 0.082 1.183 2.120
H -0.601 -1.064 2.524
H -1.874 -0.190 1.990
H -4.011 -3.477 -0.660
H -2.635 -4.536 -0.325
H 3.628 2.604 -0.725
H 3.593 1.094 0.272
H 2.840 1.205 -1.404
H 1.197 3.447 1.683
H 2.835 3.296 1.282
H 2.102 2.109 2.304
H 1.617 3.317 -1.811
H 1.187 4.282 -0.479
H 0.041 3.106 -1.072
H -0.939 -1.440 -2.833
H -1.420 -2.806 -1.609
H 0.420 -2.381 -2.027
H 1.104 -0.748 -2.603
H -4.160 -2.823 1.835
H -2.717 -3.793 2.037
*
```

***

Please write out number 1 again, unchanged.
C3H4GaLiO4 as an isolated structure, computed with wB97M-V/def2-TZVPD.

Output
- molecular weight (g/mol) = 180.72
- Kohn-Sham gap (alpha / beta) (eV) = 3.95 / 3.10
- ΔE to the lowest compared entry with this formula, charge and spin (kcal per mole) = 0.0
- HOMO level (alpha / beta) (hartree) = -1.055 / -1.040

Structure (ORCA input):
```
! RIJCOSX wB97M-V def2-TZVPD def2/J DEFGRID3
* xyz 4 1
O 0.294 0.469 0.527
C -0.868 1.212 0.812
C 0.321 -0.635 -0.165
O -1.256 0.985 1.958
O -1.266 2.002 -0.039
C 1.571 -1.065 -0.769
Ga -2.252 0.655 3.113
H 1.988 -1.906 -0.202
H 2.283 -0.229 -0.710
Li -0.545 3.278 -1.233
O -0.706 -1.128 -0.762
H -0.664 -2.120 -0.779
H 1.102 -1.520 -1.751
*
```

***

Which of these has the lowest ΔE to the lowest compared entry with this formula, charge and spin? C3H4GaLiO4